Entry 1:
Entry from the Open Molecules 2025 dataset: a molecular structure, C18H45MnO12P2 in a non-equilibrium geometry (ωB97M-V/def2-TZVPD).

Values from the calculation:
**Net charge**: +1
**Frontier orbital gap (alpha / beta)**: 2.47 / 3.00 eV
**Spin multiplicity**: 6
**Energy relative to the best compared isomer or geometry (same formula, charge and spin)**: 232.2 kcal/mol
**Max |F|**: 4.99 eV/A

Geometry as XYZ:
```
78
Properties=species:S:1:pos:R:3:lowdin_spin:R:1
Mn 2.512 2.612 4.564 4.8462
P -0.083 -3.716 -2.921 0.0000
P 4.687 5.694 1.275 -0.0001
O 0.904 -3.486 -4.184 0.0000
O 5.172 7.178 1.555 -0.0001
O -0.009 2.619 3.494 0.1571
O -5.870 -0.921 2.556 0.0000
O -0.095 -2.384 -2.038 0.0000
O 3.932 5.094 2.436 -0.0022
O 0.257 -4.972 -2.195 0.0000
O -3.557 -5.255 2.761 0.0000
O -6.209 -3.859 1.511 0.0000
O 6.075 4.914 0.800 0.0000
O 3.925 5.970 -0.170 0.0000
O -1.569 -3.714 -3.549 0.0000
C 0.843 -1.521 -0.133 0.0000
C -2.781 -6.459 2.991 0.0000
C -6.069 -1.335 1.218 0.0000
C -4.973 -5.382 2.774 0.0000
C -2.966 -5.247 -2.114 0.0000
C -0.010 -2.553 -0.727 0.0000
C -4.649 -0.236 2.770 0.0000
C 5.589 8.053 0.520 0.0000
C 4.665 9.221 0.485 0.0000
C 5.774 3.552 -1.298 0.0000
C 5.889 3.600 0.231 0.0000
C 1.669 6.418 -0.897 0.0000
C 2.930 -2.948 -5.277 0.0000
C -5.572 -4.014 2.761 0.0000
C 2.593 5.381 -0.204 0.0000
C 2.249 -3.204 -3.928 0.0000
C -6.980 -2.720 1.230 0.0000
C -2.722 -3.840 -2.753 0.0000
H -5.254 -5.761 3.756 0.0000
H 0.552 -3.454 -0.480 0.0000
H 0.793 -1.758 0.930 0.0000
H 6.785 3.051 0.524 0.0000
H -4.878 0.155 3.762 0.0000
H -4.953 -3.193 3.122 0.0000
H -5.084 -1.439 0.764 0.0000
H -6.350 -3.993 3.524 0.0000
H 3.004 -3.921 -5.762 0.0000
H 2.401 -2.268 -3.390 0.0000
H -3.200 -6.037 -2.828 0.0000
H -5.361 -5.939 1.921 0.0000
H 6.707 3.643 -1.854 0.0000
H 0.558 -0.510 -0.422 0.0000
H 2.538 4.357 -0.573 0.0000
H -2.933 -6.804 4.013 0.0000
H 0.655 6.501 -0.505 0.0000
H -2.970 -7.298 2.321 0.0000
H 3.975 9.209 1.329 0.0000
H -1.025 -2.713 -0.365 0.0000
H 2.043 7.425 -0.709 0.0000
H 3.917 -2.515 -5.118 0.0000
H 1.713 6.241 -1.972 0.0000
H -4.597 0.593 2.064 0.0000
H -2.775 -3.003 -2.056 0.0000
H 2.717 -3.992 -3.338 0.0000
H -3.872 -5.285 -1.509 0.0000
H -3.738 -0.832 2.723 0.0000
H -2.114 -5.472 -1.472 0.0000
H 4.897 4.064 -1.694 0.0000
H -1.762 -6.134 2.780 0.0000
H -0.667 1.901 3.573 -0.0009
H 2.199 5.191 0.795 0.0000
H 6.512 8.345 1.020 0.0000
H -7.289 -2.770 0.186 0.0000
H 2.259 -2.377 -5.919 0.0000
H 1.900 -1.554 -0.394 0.0000
H -3.594 -3.622 -3.370 0.0000
H -6.667 -0.621 0.652 0.0000
H 5.366 2.581 -1.574 0.0000
H -7.897 -2.722 1.820 0.0000
H 5.888 7.661 -0.453 0.0000
H 4.948 3.193 0.601 0.0000
H 3.915 9.173 -0.304 0.0000
H 5.189 10.165 0.339 0.0000
```


Entry 2:
Entry from the Open Molecules 2025 dataset: a molecular structure, C18H45MnO9 in a non-equilibrium geometry (ωB97M-V/def2-TZVPD).

Values from the calculation:
**Net charge**: +2
**Frontier orbital gap (alpha / beta)**: 3.12 / 2.10 eV
**Spin multiplicity**: 7
**Energy relative to the best compared isomer or geometry (same formula, charge and spin)**: 56.8 kcal/mol
**Max |F|**: 5.29 eV/A

Geometry as XYZ:
```
73
Properties=species:S:1:pos:R:3:lowdin_spin:R:1
Mn -17.562 -21.143 -3.164 4.7138
O -11.869 -15.432 -3.729 0.0007
O -15.042 -23.279 2.426 0.0001
O -18.991 -13.017 -3.865 0.2570
O -15.867 -13.727 -4.006 0.3652
O -15.777 -13.723 0.656 0.0056
O -16.265 -20.199 -1.803 0.2409
O -12.315 -15.998 -0.774 0.0001
O -15.115 -21.799 5.548 0.0000
O -15.308 -11.125 -1.695 0.0036
C -11.865 -14.756 -1.382 0.0001
C -17.769 -12.170 -3.832 0.0896
C -14.996 -9.730 -1.825 0.0002
C -11.065 -14.935 -2.663 0.0001
C -15.805 -21.630 4.346 0.0000
C -15.594 -19.707 -0.675 0.0252
C -12.491 -16.661 -3.454 0.0002
C -11.332 -16.844 -0.129 0.0000
C -15.095 -21.917 2.954 0.0001
C -15.685 -11.616 -0.415 0.0001
C -15.340 -15.082 0.676 0.0006
C -15.976 -13.119 -0.617 0.0018
C -19.634 -13.071 -5.114 0.0332
C -16.598 -12.743 -4.703 0.0863
C -16.539 -14.973 -3.739 0.0440
C -14.383 -23.313 1.206 0.0001
C -15.136 -18.270 -0.689 0.0058
C -14.282 -22.945 5.591 0.0000
H -10.853 -13.910 -2.967 0.0000
H -10.700 -16.275 0.553 0.0000
H -17.359 -15.100 -3.032 0.0280
H -15.381 -15.518 1.674 0.0000
H -19.129 -13.702 -5.846 0.0193
H -10.174 -15.541 -2.499 0.0000
H -11.794 -17.332 -2.951 0.0000
H -16.596 -11.064 -0.181 0.0000
H -16.346 -20.684 4.354 0.0000
H -14.253 -9.458 -1.075 0.0002
H -14.990 -11.448 0.408 0.0000
H -13.378 -23.292 1.626 0.0000
H -14.635 -9.513 -2.830 0.0000
H -15.932 -15.686 -0.012 0.0002
H -14.227 -18.344 -1.287 0.0001
H -12.738 -17.163 -4.390 0.0000
H -17.016 -13.271 -0.902 0.0003
H -11.726 -17.606 0.544 0.0000
H -19.869 -12.094 -5.538 0.0068
H -18.020 -11.169 -4.185 0.0202
H -15.990 -11.901 -5.035 0.0044
H -16.182 -19.893 0.224 0.0058
H -17.489 -12.056 -2.785 0.0004
H -15.782 -21.361 2.314 0.0001
H -12.690 -14.081 -1.608 0.0000
H -14.282 -15.027 0.421 0.0003
H -13.450 -16.546 -2.949 0.0001
H -16.747 -22.178 4.378 0.0000
H -14.675 -20.293 -0.693 0.0076
H -15.842 -17.632 -1.220 -0.0002
H -14.817 -17.927 0.295 0.0002
H -17.042 -13.336 -5.502 0.0143
H -14.547 -24.166 0.548 0.0000
H -15.371 -13.561 -1.409 0.0009
H -20.574 -13.606 -4.979 0.0029
H -14.811 -23.894 5.513 0.0000
H -17.140 -15.404 -4.540 0.0096
H -14.500 -22.416 0.598 0.0001
H -14.109 -21.455 2.908 0.0000
H -15.743 -15.667 -3.467 0.0040
H -13.512 -22.876 4.822 0.0000
H -10.787 -17.288 -0.961 0.0000
H -15.818 -9.076 -1.533 0.0001
H -13.770 -22.985 6.553 0.0000
H -11.127 -14.316 -0.711 0.0000
```